{"formula": "C46H33Co2NO6P2", "method": "ωB97M-V/def2-TZVPD", "symbols": ["C", "C", "C", "C", "P", "C", "C", "C", "C", "C", "C", "C", "C", "N", "O", "C", "C", "H", "H", "H", "H", "H", "H", "H", "H", "H", "H", "H", "O", "C", "Co", "C", "O", "C", "O", "C", "C", "C", "C", "C", "C", "C", "C", "C", "Co", "C", "O", "C", "O", "P", "C", "C", "C", "C", "C", "C", "C", "C", "C", "C", "C", "C", "C", "C", "C", "C", "C", "C", "H", "H", "H", "H", "H", "H", "H", "H", "H", "H", "H", "H", "H", "H", "H", "H", "H", "H", "H", "H", "H", "H"], "positions_angstrom": [[2.52, -3.04, 3.95], [1.51, -2.93, 4.90], [0.37, -2.14, 4.64], [0.25, -1.47, 3.42], [-1.18, -0.40, 3.01], [-2.61, -1.50, 3.30], [-3.58, -1.22, 4.26], [-4.70, -2.06, 4.40], [-4.85, -3.17, 3.57], [-3.89, -3.44, 2.60], [-2.77, -2.61, 2.45], [-1.18, 0.98, 4.12], [-1.24, 2.29, 3.65], [-1.30, 3.43, 3.35], [-1.14, 0.03, 1.58], [1.27, -1.58, 2.47], [2.40, -2.37, 2.73], [3.41, -3.65, 4.15], [1.60, -3.45, 5.86], [-0.41, -2.06, 5.40], [-3.47, -0.34, 4.90], [-5.45, -1.83, 5.16], [-5.72, -3.82, 3.68], [-4.00, -4.30, 1.93], [-2.03, -2.82, 1.68], [-1.04, 0.81, 5.19], [1.17, -1.06, 1.52], [3.18, -2.45, 1.97], [1.52, 6.71, 2.45], [0.97, 6.46, 1.47], [0.40, 6.02, -0.12], [-0.03, 4.33, 0.02], [-0.41, 3.24, 0.05], [-1.26, 6.60, -0.12], [-2.35, 6.97, -0.09], [1.33, 6.99, -1.43], [2.10, 5.84, -1.13], [3.13, 5.38, -0.31], [3.22, 4.07, 0.30], [3.88, 3.95, 1.56], [3.89, 2.74, 2.25], [3.27, 1.61, 1.71], [2.65, 1.71, 0.46], [2.63, 2.91, -0.25], [1.14, 5.81, -2.83], [1.01, 4.11, -3.26], [0.96, 3.00, -3.62], [2.22, 6.50, -4.01], [2.93, 6.95, -4.81], [-0.79, 6.64, -3.65], [-2.33, 5.72, -3.28], [-3.60, 6.08, -3.78], [-4.73, 5.31, -3.44], [-4.59, 4.17, -2.63], [-3.32, 3.79, -2.17], [-2.21, 4.55, -2.52], [-1.06, 8.37, -3.10], [-2.24, 8.82, -2.50], [-2.30, 10.11, -1.97], [-1.20, 10.97, -2.08], [-0.04, 10.54, -2.72], [0.03, 9.25, -3.24], [-0.74, 6.75, -5.48], [-0.79, 7.97, -6.18], [-0.58, 7.98, -7.57], [-0.35, 6.79, -8.26], [-0.34, 5.57, -7.57], [-0.55, 5.55, -6.19], [1.58, 8.04, -1.49], [3.82, 6.14, 0.09], [4.38, 4.83, 1.97], [4.39, 2.68, 3.22], [3.27, 0.67, 2.25], [2.16, 0.83, 0.03], [2.23, 2.96, -1.26], [-3.72, 6.95, -4.43], [-5.71, 5.60, -3.80], [-5.46, 3.58, -2.36], [-3.19, 2.91, -1.54], [-1.21, 4.22, -2.21], [-3.13, 8.18, -2.49], [-3.21, 10.44, -1.46], [-1.25, 11.98, -1.66], [0.83, 11.20, -2.82], [0.94, 8.92, -3.76], [-1.00, 8.90, -5.66], [-0.59, 8.93, -8.10], [-0.18, 6.81, -9.34], [-0.16, 4.64, -8.10], [-0.55, 4.59, -5.65]], "lowdin_charge": [-0.118, -0.111, -0.086, -0.260, 0.628, -0.268, -0.080, -0.106, -0.119, -0.106, -0.078, -0.308, -0.428, 0.055, -0.360, -0.082, -0.101, 0.088, 0.089, 0.103, 0.094, 0.091, 0.088, 0.091, 0.110, 0.029, 0.096, 0.097, 0.091, -0.144, 0.039, -0.153, 0.115, -0.166, 0.080, -0.302, -0.302, -0.094, -0.240, -0.055, -0.109, -0.105, -0.082, -0.052, -0.057, -0.197, 0.066, -0.199, 0.057, 1.086, -0.322, -0.103, -0.100, -0.091, -0.053, -0.097, -0.329, -0.087, -0.086, -0.103, -0.089, -0.122, -0.317, -0.081, -0.100, -0.112, -0.091, -0.083, 0.056, 0.105, 0.100, 0.090, 0.079, 0.098, 0.090, 0.105, 0.091, 0.096, 0.117, 0.054, 0.089, 0.099, 0.091, 0.099, 0.102, 0.096, 0.093, 0.090, 0.098, 0.105], "total_charge": -2, "e_lumo_ev": 4.02, "relative_energy_kcal_mol": 0.0, "max_force_ev_per_a": 3.13, "orbital_gap_ev": 4.80}


{"formula": "C46H33FO17", "method": "ωB97M-V/def2-TZVPD", "symbols": ["O", "C", "C", "C", "C", "O", "C", "C", "H", "H", "H", "H", "O", "C", "C", "C", "C", "O", "C", "C", "H", "H", "H", "H", "O", "C", "C", "C", "C", "O", "C", "C", "H", "H", "H", "H", "O", "C", "C", "C", "C", "O", "C", "C", "H", "H", "H", "H", "O", "C", "C", "C", "C", "O", "C", "C", "H", "H", "H", "H", "O", "C", "C", "C", "C", "O", "C", "C", "H", "H", "H", "H", "O", "C", "C", "C", "C", "O", "C", "C", "H", "H", "H", "H", "O", "C", "O", "C", "C", "C", "O", "F", "H", "H", "H", "H", "H"], "positions_angstrom": [[-1.73, 1.99, 0.32], [-0.96, 1.29, 0.95], [0.20, 0.65, 0.31], [1.04, -0.12, 1.00], [0.85, -0.36, 2.45], [1.63, -1.06, 3.09], [-0.31, 0.28, 3.09], [-1.15, 1.05, 2.40], [0.33, 0.83, -0.75], [1.90, -0.60, 0.55], [-0.44, 0.10, 4.15], [-2.01, 1.53, 2.86], [0.11, -4.18, 5.16], [1.20, -4.19, 5.72], [1.49, -5.13, 6.82], [2.68, -5.13, 7.43], [3.75, -4.20, 7.03], [4.84, -4.20, 7.59], [3.46, -3.26, 5.93], [2.27, -3.26, 5.32], [0.69, -5.81, 7.10], [2.91, -5.81, 8.24], [4.25, -2.58, 5.65], [2.04, -2.57, 4.51], [3.47, 2.62, 0.07], [4.55, 2.85, -0.46], [4.78, 2.55, -1.89], [5.95, 2.80, -2.47], [7.08, 3.39, -1.71], [8.15, 3.62, -2.24], [6.85, 3.69, -0.28], [5.67, 3.44, 0.30], [3.94, 2.12, -2.43], [6.14, 2.58, -3.51], [7.68, 4.12, 0.26], [5.48, 3.65, 1.35], [-8.83, -0.17, -2.90], [-7.94, 0.62, -3.17], [-6.52, 0.28, -2.96], [-5.54, 1.14, -3.25], [-5.84, 2.48, -3.81], [-4.95, 3.27, -4.09], [-7.26, 2.82, -4.03], [-8.24, 1.96, -3.73], [-6.31, -0.70, -2.54], [-4.50, 0.91, -3.10], [-7.47, 3.80, -4.44], [-9.28, 2.19, -3.89], [-5.48, -6.70, 5.79], [-4.39, -6.70, 6.35], [-4.10, -7.64, 7.45], [-2.91, -7.64, 8.06], [-1.84, -6.71, 7.66], [-0.75, -6.72, 8.22], [-2.13, -5.77, 6.56], [-3.32, -5.77, 5.95], [-4.90, -8.32, 7.73], [-2.68, -8.33, 8.87], [-1.34, -5.09, 6.27], [-3.55, -5.09, 5.14], [9.18, 6.72, -4.06], [10.26, 6.72, -3.50], [10.56, 5.78, -2.40], [11.75, 5.77, -1.79], [12.82, 6.71, -2.19], [13.91, 6.70, -1.63], [12.52, 7.65, -3.29], [11.34, 7.65, -3.90], [9.76, 5.10, -2.12], [11.98, 5.09, -0.98], [13.32, 8.33, -3.57], [11.10, 8.33, -4.71], [-10.96, -6.06, -3.26], [-10.07, -5.27, -3.54], [-8.65, -5.62, -3.32], [-7.67, -4.75, -3.62], [-7.97, -3.42, -4.18], [-7.08, -2.63, -4.46], [-9.39, -3.08, -4.40], [-10.37, -3.94, -4.10], [-8.44, -6.60, -2.91], [-6.63, -4.99, -3.47], [-9.59, -2.10, -4.81], [-11.41, -3.71, -4.25], [0.14, 5.49, -4.64], [0.00, 4.22, -5.05], [-1.21, 3.40, -4.96], [-1.86, 3.49, -3.64], [-1.02, 2.82, -2.40], [0.04, 1.64, -2.84], [-0.25, 0.51, -3.48], [1.49, 1.89, -2.47], [0.95, 3.74, -5.59], [-2.88, 2.88, -3.71], [-2.14, 4.59, -3.31], [-1.81, 2.44, -1.60], [-0.43, 3.71, -1.86]], "lowdin_charge": [0.070, -0.349, 0.043, 0.046, -0.358, 0.088, 0.033, 0.030, 0.082, 0.130, 0.126, 0.124, 0.077, -0.357, 0.030, 0.034, -0.385, 0.097, 0.029, 0.030, 0.080, 0.125, 0.124, 0.083, 0.093, -0.377, 0.028, 0.031, -0.367, 0.087, 0.026, 0.025, 0.107, 0.125, 0.123, 0.123, 0.094, -0.374, 0.026, 0.031, -0.367, 0.083, 0.027, 0.027, 0.121, 0.120, 0.124, 0.123, 0.100, -0.384, 0.023, 0.024, -0.362, 0.080, 0.032, 0.033, 0.123, 0.122, 0.081, 0.125, 0.102, -0.378, 0.026, 0.023, -0.388, 0.094, 0.019, 0.020, 0.087, 0.121, 0.121, 0.121, 0.100, -0.383, 0.023, 0.023, -0.378, 0.087, 0.018, 0.026, 0.123, 0.122, 0.118, 0.123, -0.044, -0.144, -0.112, -0.172, -0.068, -0.186, 0.023, -0.063, 0.172, 0.116, 0.153, 0.120, 0.146], "e_lumo_ev": -2.05, "smiles": "O=C1C=CC(=O)C=C1.O=C1C=CC(=O)C=C1.O=C1C=CC(=O)C=C1.O=C1C=CC(=O)C=C1.O=C1C=CC(=O)C=C1.O=C1C=CC(=O)C=C1.O=C1C=CC(=O)C=C1.O=COCCC(=O)F", "max_force_ev_per_a": 9.77, "orbital_gap_ev": 7.99}